Model 1:
This record from the Open Molecules 2025 dataset describes a cluster of 2 separate species, C2H7NS2 in total. The level of theory is ωB97M-V/def2-TZVPD.

```
12
C2H7NS2 (ωB97M-V/def2-TZVPD)
H 2.045 -1.447 0.050
C 1.100 -2.392 1.363
H -0.584 -0.987 -1.102
S -0.375 1.512 0.185
H -2.567 2.141 0.809
C -2.174 1.495 0.025
H -2.482 1.738 -0.986
H 1.078 -3.216 2.075
H -2.499 0.491 0.314
N 1.941 -2.399 0.422
S 0.257 0.065 -1.104
H 0.331 -1.630 1.559
```

As for the total charge: +1. The multiplicity is 2. As for the lowest unoccupied orbital energy (alpha / beta): -5.22 / -8.65 eV. As for the HOMO-LUMO gap (alpha / beta): 8.5 / 4.8 eV.

---

Model 2:
This record from the Open Molecules 2025 dataset describes a cluster of 2 separate species, C2H7NS2 in total. The level of theory is ωB97M-V/def2-TZVPD.

```
12
C2H7NS2 (ωB97M-V/def2-TZVPD)
H 0.456 -1.990 -1.010
C 0.282 -1.189 -0.070
S -0.096 1.568 -1.688
S -0.603 2.117 0.310
H 1.145 1.245 -1.145
H -1.724 2.916 0.132
N -1.017 -0.773 0.208
H 1.057 0.088 1.237
H -1.836 -0.867 -0.467
H 2.228 -1.318 0.729
C 1.331 -0.755 0.629
H -1.223 -1.042 1.135
```

As for the total charge: +1. The multiplicity is 2. As for the lowest unoccupied orbital energy (alpha / beta): -4.48 / -7.85 eV. As for the HOMO-LUMO gap (alpha / beta): 9.3 / 5.3 eV.

---

Winner for stability: model 1

---

Model 1:
This record from the Open Molecules 2025 dataset describes a structure of composition C5H14N2O2. The level of theory is ωB97M-V/def2-TZVPD.

```
23
C5H14N2O2 (ωB97M-V/def2-TZVPD)
H -0.538 -0.511 -2.577
O -1.564 0.674 1.823
H 0.107 -0.079 0.680
H -2.541 -1.605 1.082
H -1.292 1.682 -1.849
H 1.759 0.458 2.483
H -1.571 -1.550 -0.358
H 1.989 -1.656 1.035
H 2.656 1.548 1.404
N -1.682 -1.313 0.634
O 1.020 1.000 -0.723
C -1.257 -0.069 0.939
H 3.050 -0.809 -0.104
C 2.007 -1.024 0.146
H -2.453 0.864 -0.805
C 1.682 1.087 1.595
H -2.174 -0.576 -2.713
H 1.563 -1.567 -0.689
C -1.482 0.761 -1.280
H 0.956 1.877 1.783
C 1.271 0.285 0.375
N -1.407 -0.468 -2.056
H -0.101 0.991 -0.825
```

The multiplicity is 1. As for the lowest unoccupied orbital energy (alpha / beta): 0.07 / 0.08 eV. As for the HOMO-LUMO gap (alpha / beta): 8.3 / 8.3 eV.

---

Model 2:
This record from the Open Molecules 2025 dataset describes a structure of composition C5H14N2O2. The level of theory is ωB97M-V/def2-TZVPD.

```
23
C5H14N2O2 (ωB97M-V/def2-TZVPD)
H 0.223 -1.522 0.848
C -1.842 -0.175 1.503
H -2.746 -0.648 1.099
O 2.530 -1.761 -0.204
H 0.571 0.271 1.266
H -2.965 1.341 2.077
H 1.594 -0.791 -1.688
H 0.290 1.899 -0.648
C 0.229 -0.477 0.563
H 3.482 0.602 -0.906
H 2.674 -1.689 0.747
H -1.123 -1.890 -1.150
H -1.432 -0.606 -2.250
H -1.393 1.955 -0.270
C -0.676 -0.027 -0.432
H 2.614 0.942 0.449
H -1.580 -0.700 2.428
N -1.239 -0.901 -1.307
O -2.045 1.198 1.813
C 1.830 -0.597 -0.641
H -0.880 1.537 -1.920
N 2.542 0.633 -0.516
C -0.659 1.407 -0.861
```

The multiplicity is 1. As for the lowest unoccupied orbital energy: 0.85 eV. As for the HOMO-LUMO gap: 7.0 eV.

---

Model 3:
This record from the Open Molecules 2025 dataset describes a cluster of 3 separate species, C5H14N2O2 in total. The level of theory is ωB97M-V/def2-TZVPD.

```
23
C5H14N2O2 (ωB97M-V/def2-TZVPD)
H -2.500 -0.532 0.274
H 0.193 0.240 2.168
C -0.434 1.464 0.738
H 1.984 -1.231 -2.043
H 1.245 -1.949 0.222
O 1.862 -0.230 1.093
H -0.107 -1.251 -1.461
H -2.267 -1.931 -0.733
N -0.598 0.840 1.945
H -1.486 0.376 2.072
O 0.753 1.929 0.424
H 2.282 0.421 -1.452
C -1.729 -1.223 -0.090
H 1.458 1.199 0.712
H -1.293 2.544 -0.707
H -2.396 1.706 0.291
H -1.387 -1.805 0.773
C 1.599 -0.922 0.069
N -1.490 2.137 0.194
C 2.351 -0.639 -1.207
H -0.874 0.274 -1.456
C -0.571 -0.533 -0.786
H 3.405 -0.882 -1.039
```

The multiplicity is 1. As for the lowest unoccupied orbital energy: 0.76 eV. As for the HOMO-LUMO gap: 7.7 eV.

---

Model 4:
This record from the Open Molecules 2025 dataset describes a cluster of 3 separate species, C5H14N2O2 in total. The level of theory is ωB97M-V/def2-TZVPD.

```
23
C5H14N2O2 (ωB97M-V/def2-TZVPD)
C 0.183 1.711 -0.799
H 1.158 -1.273 -2.461
C -1.009 2.177 -0.031
H -0.854 -0.069 -1.975
H 2.110 1.335 -0.783
C -1.171 -1.347 1.516
H -1.928 1.854 -0.518
H 1.308 1.186 0.750
H -1.575 -2.126 0.865
H 2.026 -1.746 0.619
H -0.971 1.802 0.989
H 0.713 -2.760 0.280
H -0.637 -1.447 -1.056
N 1.367 1.701 -0.196
H -1.157 -1.726 2.540
C -0.166 -0.474 -1.219
H -1.822 -0.481 1.463
O 0.754 0.071 1.664
C 0.239 -0.951 1.128
N 1.086 -2.026 0.862
H 0.203 1.928 -1.864
H -1.014 3.272 -0.012
O 1.156 -0.612 -1.763
```

The multiplicity is 1. As for the lowest unoccupied orbital energy: 0.78 eV. As for the HOMO-LUMO gap: 8.3 eV.

---

Winner for stability: model 3